Density functional theory data (wB97M-V/def2-TZVPD) for one molecule with the formula C10H7N3O3S.

## Properties
Highest occupied orbital energy ... -8.430 eV
SMILES ... O=C1NC2(NC(=O)C1=O)Nc1ccccc1S2
Energy above the lowest of the compared OMol25 structures with the same formula, charge and spin ... 24.8 kcal per mole

```
! wB97M-V def2-TZVPD RIJCOSX def2/J DEFGRID3
* xyz 0 1
O -4.261 2.499 -1.393
O -4.081 0.399 0.510
O -1.670 3.544 -2.059
S -0.188 -0.611 -1.624
C -3.202 1.989 -0.999
C -3.113 0.867 -0.084
C -1.857 2.547 -1.370
C 2.878 -2.556 0.281
C 2.979 -1.817 1.447
C 1.930 -2.259 -0.703
C 2.023 -0.821 1.685
C 1.043 -1.204 -0.514
C 1.083 -0.500 0.676
N -1.881 0.381 0.340
N -0.703 1.977 -0.878
N 0.170 0.568 0.721
C -0.690 0.624 -0.421
H 3.543 -3.402 0.104
H 3.833 -1.986 2.128
H 1.885 -2.821 -1.616
H 2.071 -0.270 2.610
H -1.922 -0.556 0.797
H 0.173 2.355 -1.219
H -0.043 1.054 1.582
*
```